Entry 1:
{"formula": "C3H2LiMgO3", "method": "ωB97M-V/def2-TZVPD", "total_charge": 1, "homo_ha": [-0.4899, -0.3836], "lumo_energy_ev": [-5.12, -5.10], "relative_energy_kcal_mol": 80.0, "gap_ev": [8.21, 5.34], "species": ["O", "O", "C", "C", "O", "C", "Mg", "H", "H", "Li"], "positions_angstrom": [[1.79785, 0.72456, 0.32514], [-0.84487, -0.72177, 0.42677], [-1.70412, 0.20613, 0.00829], [0.44550, -0.94182, -0.10573], [-1.32568, 1.16378, -0.66720], [1.54067, -0.25477, -0.52502], [-3.62918, -0.05984, 0.89834], [2.37209, -0.84940, -0.93833], [0.99976, -1.27518, 0.96815], [0.34800, 2.00832, -0.39041]], "forces_ev_per_angstrom": [[-0.41, -0.72, -4.59], [1.73, -0.47, -0.96], [-0.62, 1.43, -0.52], [-3.14, -4.04, 4.77], [0.76, -0.34, 0.12], [3.81, 4.19, 4.59], [-0.82, -0.11, 0.26], [-0.21, 0.71, -0.79], [-1.22, -0.60, -3.07], [0.13, -0.04, 0.19]]}


Entry 2:
{"formula": "C3H2LiO2Sm", "method": "ωB97M-V/def2-TZVPD", "s2": 15.76, "homo_ha": [-0.1713, -0.2483], "lumo_energy_ev": [-0.59, -0.60], "relative_energy_kcal_mol": 82.1, "multiplicity": 8, "gap_ev": [4.07, 6.16], "species": ["C", "Li", "O", "C", "H", "H", "Sm", "O", "C"], "positions_angstrom": [[-0.00039, 0.01214, -0.76750], [1.78950, -2.20591, -0.94756], [0.00841, -1.58282, -1.37645], [-0.03571, -0.40237, -2.17703], [-1.00956, -0.22447, -2.65220], [0.82399, -0.17039, -2.81960], [-1.00128, 0.85508, 1.58535], [0.96089, 0.99180, 0.22332], [0.91923, -0.64377, 0.06086]], "forces_ev_per_angstrom": [[3.52, -0.54, 4.38], [-1.02, 0.27, 0.02], [-1.60, -6.24, -6.20], [-0.41, -0.51, 1.41], [0.40, -0.19, -0.16], [-0.21, -0.04, 0.14], [0.83, 0.25, -0.74], [0.16, 0.60, 2.12], [-1.68, 6.40, -0.96]]}


Entry 3:
{"formula": "C3H2LiO3Tl", "method": "ωB97M-V/def2-TZVPD", "total_charge": 1, "s2": 0.76, "homo_ha": [-0.4318, -0.4311], "lumo_energy_ev": [-4.90, -5.43], "relative_energy_kcal_mol": 95.5, "multiplicity": 2, "gap_ev": [6.85, 6.30], "species": ["C", "O", "H", "Li", "C", "O", "C", "O", "Tl", "H"], "positions_angstrom": [[0.55133, 0.01672, 1.38836], [1.27274, 0.95313, 1.92222], [1.03493, -0.09646, -0.73369], [1.49947, 1.76650, 3.43032], [0.29399, -0.13289, 0.06248], [-1.05865, -0.17339, -0.32364], [-1.42048, -0.33109, -1.58702], [-0.52434, -0.39605, -2.47550], [-2.30434, -0.55406, -3.44705], [0.65535, -1.05242, 1.76352]], "forces_ev_per_angstrom": [[4.12, 0.07, 3.34], [-2.06, -2.30, -1.43], [-0.07, 0.48, 0.06], [0.17, 0.21, 0.24], [-2.57, 1.32, -4.32], [2.20, -0.61, 2.65], [2.33, 0.27, 0.74], [3.39, 0.38, 3.94], [-6.25, -0.85, -6.40], [-1.25, 1.03, 1.16]]}


Entry 4:
{"formula": "C3H2LuO3", "method": "ωB97M-V/def2-TZVPD", "total_charge": 2, "s2": 0.75, "homo_ha": [-0.6295, -0.6294], "lumo_energy_ev": [-10.52, -11.40], "relative_energy_kcal_mol": 61.5, "multiplicity": 2, "gap_ev": [6.60, 5.73], "species": ["C", "C", "O", "C", "O", "O", "H", "Lu", "H"], "positions_angstrom": [[2.72019, 1.36835, -1.74554], [1.82328, 0.80272, -1.16858], [1.06056, -0.02134, -0.49401], [1.53980, -0.74045, 0.58190], [2.54592, -1.52307, 0.41595], [1.08055, -0.47252, 1.67054], [3.40728, 2.02823, -2.24584], [-0.37488, 0.80125, 3.02803], [3.28259, -1.13271, -0.13556]], "forces_ev_per_angstrom": [[-0.90, 0.02, 0.44], [2.36, 0.21, -0.97], [-1.37, -1.12, 1.68], [2.22, 1.90, -3.07], [0.28, 0.47, 0.28], [-2.80, 0.62, 3.00], [-0.17, -0.26, 0.07], [1.31, -1.25, -1.29], [-0.92, -0.59, -0.14]]}


Entry 5:
{"formula": "C3H2MnO3", "method": "ωB97M-V/def2-TZVPD", "s2": 8.76, "homo_ha": [-0.2471, -0.2487], "lumo_energy_ev": [-0.54, -0.94], "relative_energy_kcal_mol": 0.0, "multiplicity": 6, "gap_ev": [6.19, 5.83], "species": ["O", "C", "C", "O", "O", "C", "Mn", "H", "H"], "positions_angstrom": [[-0.99470, 1.24784, 0.37445], [3.68645, 0.57449, 0.59772], [-1.58531, 0.04412, 0.18444], [2.69744, 1.05249, 0.29586], [0.37907, -0.83968, -0.77641], [-0.89940, -0.99586, -0.34888], [0.69937, 0.97566, -0.38621], [-2.62728, -0.07136, 0.50700], [-1.35563, -1.98770, -0.44797]], "forces_ev_per_angstrom": [[-0.01, 0.55, 0.00], [-0.60, 0.32, -0.15], [-0.39, -1.30, -0.01], [1.31, -0.28, 0.32], [0.34, -0.32, -0.09], [-1.13, 0.04, 0.29], [-0.10, 0.49, -0.17], [0.40, 0.12, -0.09], [0.19, 0.37, -0.08]]}


Entry 6:
{"formula": "C3H2N2", "method": "ωB97M-V/def2-TZVPD", "homo_ha": [-0.4614, -0.4014], "lumo_energy_ev": [-2.81, -3.97], "relative_energy_kcal_mol": 109.3, "gap_ev": [9.74, 6.95], "species": ["C", "C", "C", "N", "N", "H", "H"], "positions_angstrom": [[-0.99427, -1.05540, -0.00413], [2.01287, 0.70751, 0.02308], [-0.81517, 0.34282, -0.02611], [-1.12649, -2.21788, 0.03265], [3.12696, 0.45705, 0.07150], [-1.07039, 0.88500, -0.97982], [-1.13351, 0.88090, 0.88283]], "forces_ev_per_angstrom": [[0.33, -1.30, 0.02], [-3.03, 0.08, -0.08], [-0.73, 0.84, -0.55], [0.15, 1.73, -0.07], [1.74, -0.29, 0.07], [0.81, -0.74, 1.01], [0.73, -0.31, -0.39]]}


Entry 7:
{"formula": "C3H2N2O", "method": "ωB97M-V/def2-TZVPD", "homo_ha": -0.3095, "lumo_energy_ev": -0.13, "relative_energy_kcal_mol": 113.8, "gap_ev": 8.29, "species": ["C", "C", "C", "N", "N", "O", "H", "H"], "positions_angstrom": [[2.75783, -0.26457, 0.10285], [0.40543, 0.11215, -0.00968], [-2.39147, 0.40642, 0.28080], [3.79977, -0.72118, -0.02524], [1.57462, 0.09124, 0.24455], [-0.73438, 0.19554, -0.22689], [-2.77947, 0.92606, -0.62626], [-2.63232, -0.74566, 0.25988]], "forces_ev_per_angstrom": [[3.22, -1.63, -0.55], [0.16, 0.02, -0.05], [-1.27, -1.31, 0.88], [1.11, -0.06, -0.06], [-4.92, 1.73, 0.64], [0.94, -0.10, -0.56], [0.45, -0.76, 0.13], [0.31, 2.11, -0.43]]}


Entry 8:
{"formula": "C3H2N2O", "method": "ωB97M-V/def2-TZVPD", "homo_ha": -0.3931, "lumo_energy_ev": -2.42, "relative_energy_kcal_mol": 35.1, "smiles": "O=C1C=NC=N1", "gap_ev": 8.27, "species": ["O", "C", "C", "N", "C", "N", "H", "H"], "positions_angstrom": [[-2.22012, -0.15255, -0.11356], [-0.97172, -0.10348, -0.00988], [-0.05373, 1.05636, 0.09981], [1.12813, 0.55452, -0.13792], [1.03236, -0.78564, -0.07626], [-0.22300, -1.25305, 0.09353], [-0.50079, 1.99888, 0.15487], [1.80889, -1.31503, -0.01059]], "forces_ev_per_angstrom": [[3.62, 1.06, 0.11], [-5.13, -1.39, 1.18], [1.31, -2.44, -1.70], [-0.18, 5.43, 0.64], [-10.25, 0.60, 0.87], [4.07, -0.72, -1.30], [0.49, 1.84, 0.00], [6.09, -4.38, 0.19]]}


Entry 9:
{"formula": "C3H2N2O2", "method": "ωB97M-V/def2-TZVPD", "homo_ha": -0.3661, "lumo_energy_ev": 0.13, "relative_energy_kcal_mol": 57.6, "smiles": "[H]/N=c1/nc1OC=O", "gap_ev": 10.10, "species": ["H", "N", "C", "N", "C", "O", "C", "O", "H"], "positions_angstrom": [[0.08611, 0.90805, 2.24103], [0.92557, 1.26301, 1.78050], [0.97592, 0.85011, 0.60110], [1.76878, 0.89115, -0.61541], [0.68095, 0.21493, -0.59044], [-0.04207, -0.55039, -1.41123], [-1.18158, -1.05886, -0.80183], [-1.49137, -0.84989, 0.32760], [-1.72230, -1.66811, -1.53133]], "forces_ev_per_angstrom": [[0.12, 0.04, -0.09], [0.04, -0.12, -0.40], [0.07, 0.19, 0.38], [-0.36, -0.20, 0.05], [0.21, 0.16, 0.10], [0.15, 0.13, 0.10], [-0.36, -0.04, 0.53], [0.09, -0.18, -0.67], [0.05, 0.03, 0.00]]}


Entry 10:
{"formula": "C3H2N2O2", "method": "ωB97M-V/def2-TZVPD", "homo_ha": -0.3814, "lumo_energy_ev": -1.64, "relative_energy_kcal_mol": 94.0, "smiles": "O=c1nncco1", "gap_ev": 8.74, "species": ["O", "C", "N", "N", "C", "C", "O", "H", "H"], "positions_angstrom": [[0.89729, 0.66997, -1.90309], [0.35145, 0.17518, -0.86674], [-0.54524, 0.99722, -0.35040], [-1.15124, 0.68743, 0.77262], [-1.02502, -0.60075, 1.29443], [0.11137, -1.13532, 0.98217], [1.11352, -0.62912, -0.00671], [-1.52894, -0.98043, 2.09919], [0.69102, -1.77365, 1.76458]], "forces_ev_per_angstrom": [[-1.61, -3.55, 2.57], [6.97, 2.61, -4.77], [-4.79, 0.53, 5.54], [-0.43, 0.82, -2.65], [0.74, 2.51, -2.49], [7.23, -2.23, 0.68], [-5.18, -0.93, 1.38], [-1.69, -0.33, 1.76], [-1.24, 0.56, -2.02]]}


Entry 11:
{"formula": "C3H2N2O2", "method": "ωB97M-V/def2-TZVPD", "homo_ha": -0.3819, "lumo_energy_ev": -1.49, "relative_energy_kcal_mol": 95.5, "smiles": "O=c1nncco1", "gap_ev": 8.90, "species": ["O", "C", "N", "N", "C", "C", "O", "H", "H"], "positions_angstrom": [[1.82305, -1.00913, 0.77055], [0.87308, -0.43783, 0.13531], [0.61934, 1.02325, 0.40989], [-0.44564, 1.74195, 0.23278], [-1.46519, 0.68740, -0.29396], [-1.24632, -0.51581, -0.53003], [-0.02586, -1.19956, -0.67027], [-2.59678, 1.11392, -0.35076], [-1.96607, -1.20338, -0.81806]], "forces_ev_per_angstrom": [[-4.69, 3.18, -3.69], [2.67, -3.02, 3.08], [0.04, 2.20, -0.05], [1.19, -7.14, -1.40], [-3.80, 9.11, 2.23], [2.04, -5.49, -2.40], [1.20, 3.21, 2.48], [3.01, -1.23, 0.21], [-1.66, -0.82, -0.46]]}


Entry 12:
{"formula": "C3H2N2O2", "method": "ωB97M-V/def2-TZVPD", "homo_ha": -0.3614, "lumo_energy_ev": -0.38, "relative_energy_kcal_mol": 86.7, "gap_ev": 9.45, "species": ["C", "C", "C", "N", "N", "O", "O", "H", "H"], "positions_angstrom": [[-2.21500, 0.30637, 0.20712], [2.45685, -0.04242, 0.23852], [1.31386, 0.65025, -0.28586], [-2.65589, 1.40884, 0.17318], [1.40494, -0.67395, -0.49172], [-2.06563, -0.82151, 0.32529], [3.42024, -0.38387, 0.89420], [-2.16326, 2.26792, 0.39795], [0.95533, -1.23954, -1.13024]], "forces_ev_per_angstrom": [[-0.72, 0.25, 0.73], [1.80, -2.30, 2.24], [-0.54, 0.48, -0.32], [-0.07, 2.71, -0.25], [2.13, 2.39, 1.42], [1.06, -2.50, -0.28], [-2.02, 1.21, -1.86], [-0.18, -0.43, -0.24], [-1.46, -1.80, -1.44]]}


Entry 13:
{"formula": "C3H2N2O2", "method": "ωB97M-V/def2-TZVPD", "homo_ha": [-0.3914, -0.3929], "lumo_energy_ev": [-2.23, -2.24], "relative_energy_kcal_mol": 171.6, "gap_ev": [8.42, 8.45], "species": ["C", "C", "C", "N", "N", "O", "O", "H", "H"], "positions_angstrom": [[-1.95339, 0.28435, 0.06898], [0.18402, -0.90833, 0.03817], [-0.47562, 0.23490, -0.07978], [-3.06024, 0.52646, -0.05217], [1.53754, -0.88597, 0.04846], [1.80996, 1.31950, -0.04965], [2.24236, 0.12647, -0.04126], [-0.26702, -1.96831, -0.01147], [-0.01762, 1.27093, 0.07872]], "forces_ev_per_angstrom": [[2.67, -0.15, -1.25], [-0.02, -1.06, -0.68], [-3.15, 2.83, 2.10], [-1.43, 0.05, 0.28], [0.58, -2.89, -0.16], [-0.52, 1.65, -0.25], [1.75, -0.35, 0.33], [0.81, 2.02, 0.30], [-0.67, -2.10, -0.66]]}


Entry 14:
{"formula": "C3H2N2O2", "method": "ωB97M-V/def2-TZVPD", "homo_ha": -0.3776, "lumo_energy_ev": -1.37, "relative_energy_kcal_mol": 105.4, "smiles": "O=c1ccnno1", "gap_ev": 8.90, "species": ["O", "C", "C", "C", "N", "N", "O", "H", "H"], "positions_angstrom": [[2.34648, -0.50728, 0.12586], [1.23567, -0.40393, -0.02040], [0.42533, 0.86365, -0.17087], [-0.98701, 0.53529, 0.19427], [-1.64693, -0.54804, -0.02782], [-0.91136, -1.55434, 0.02108], [0.42015, -1.51354, -0.07136], [0.75421, 1.77250, -0.25166], [-1.63655, 1.35568, 0.20091]], "forces_ev_per_angstrom": [[7.04, -1.11, 0.81], [-6.63, 4.06, -1.43], [-6.30, -8.98, 2.74], [5.85, 7.01, -3.34], [0.46, -3.69, 1.67], [-1.91, -3.28, -1.57], [0.20, -0.52, 0.67], [1.99, 4.98, -0.13], [-0.71, 1.53, 0.57]]}


Entry 15:
{"formula": "C3H2N2O2", "method": "ωB97M-V/def2-TZVPD", "homo_ha": -0.4244, "lumo_energy_ev": 0.00, "relative_energy_kcal_mol": 35.8, "gap_ev": 11.55, "species": ["N", "C", "O", "C", "O", "C", "N", "H", "H"], "positions_angstrom": [[-1.40587, -0.70652, -0.34365], [-0.71113, 0.18602, 0.19068], [0.63180, 0.17938, 0.53188], [1.52810, -0.48704, -0.25226], [1.28003, -1.05468, -1.27444], [-1.73454, 2.41562, 0.93205], [-1.25708, 1.39336, 0.58954], [-0.84746, -1.51979, -0.59093], [2.51614, -0.40637, 0.21713]], "forces_ev_per_angstrom": [[0.31, 0.33, 0.22], [-0.25, -0.36, -0.19], [-0.04, 0.02, -0.06], [-0.03, -0.31, -0.46], [0.14, 0.27, 0.56], [0.48, -1.00, -0.33], [-0.48, 0.97, 0.35], [-0.04, 0.05, -0.03], [-0.09, 0.02, -0.05]]}


Entry 16:
{"formula": "C3H2N2O2", "method": "ωB97M-V/def2-TZVPD", "homo_ha": -0.4085, "lumo_energy_ev": -0.77, "relative_energy_kcal_mol": 35.9, "smiles": "O=Cc1ncno1", "gap_ev": 10.35, "species": ["O", "C", "C", "N", "C", "N", "O", "H", "H"], "positions_angstrom": [[1.88366, 1.51031, -1.31262], [1.45838, 1.03000, -0.29402], [0.20887, 0.21183, -0.14894], [-0.08364, -0.41894, 0.94808], [-1.25410, -1.03549, 0.59602], [-1.65746, -0.78467, -0.61700], [-0.67891, 0.04698, -1.11929], [1.93580, 1.12647, 0.69377], [-1.81260, -1.68649, 1.25400]], "forces_ev_per_angstrom": [[-0.44, -0.39, 0.62], [-0.03, 0.19, -0.35], [0.21, 0.02, 0.14], [-0.02, 0.05, -0.29], [-0.17, -0.04, -0.08], [0.01, -0.17, 0.30], [0.19, 0.14, -0.15], [0.23, 0.09, -0.09], [0.03, 0.11, -0.09]]}


Entry 17:
{"formula": "C3H2N2O2", "method": "ωB97M-V/def2-TZVPD", "homo_ha": -0.4338, "lumo_energy_ev": -0.20, "relative_energy_kcal_mol": 21.4, "smiles": "[H]/N=C(/C#N)OC=O", "gap_ev": 11.61, "species": ["H", "N", "C", "C", "N", "O", "C", "O", "H"], "positions_angstrom": [[-1.19570, -1.82449, -0.48058], [-1.59808, -0.89720, -0.33338], [-0.75544, -0.12951, 0.18623], [-1.08512, 1.24848, 0.50735], [-1.33287, 2.34119, 0.79079], [0.51770, -0.50453, 0.60119], [1.54738, -0.15436, -0.22652], [1.41090, 0.38135, -1.28460], [2.49122, -0.46094, 0.23952]], "forces_ev_per_angstrom": [[-0.05, 0.03, 0.01], [0.38, 0.23, 0.19], [-0.40, -0.19, -0.18], [-0.22, 1.03, 0.25], [0.27, -1.09, -0.29], [0.02, -0.03, -0.03], [0.04, 0.23, -0.47], [0.04, -0.25, 0.57], [-0.08, 0.04, -0.05]]}


Entry 18:
{"formula": "C3H2N2O2P", "method": "ωB97M-V/def2-TZVPD", "total_charge": -1, "homo_ha": -0.1360, "lumo_energy_ev": 3.21, "relative_energy_kcal_mol": 0.0, "gap_ev": 6.91, "species": ["C", "C", "C", "N", "N", "O", "O", "P", "H", "H"], "positions_angstrom": [[-0.24268, -0.09352, 1.56395], [0.05423, 1.05080, 0.70398], [-0.90282, 3.01106, -0.64225], [-1.44149, -0.38753, 1.86984], [-0.89016, 1.75551, 0.31732], [0.12307, 3.66625, -0.51602], [-1.88051, 2.97016, -1.32191], [-2.85635, 0.12386, 1.39677], [0.51633, -0.49417, 2.13841], [1.14274, 1.16930, 0.59155]], "forces_ev_per_angstrom": [[-0.23, 0.60, -0.02], [0.73, -0.62, 0.73], [2.22, -1.79, 1.53], [-1.54, -0.21, -0.29], [-2.16, 0.16, -0.25], [0.23, 0.93, -0.15], [-1.95, 0.71, -1.53], [1.18, 0.75, -0.32], [1.78, -1.12, 0.82], [-0.26, 0.58, -0.51]]}


Entry 19:
{"formula": "C3H2N2O3", "method": "ωB97M-V/def2-TZVPD", "homo_ha": -0.4050, "lumo_energy_ev": -0.21, "relative_energy_kcal_mol": 108.1, "smiles": "O=C1N=CON=CO1", "gap_ev": 10.81, "species": ["O", "C", "N", "C", "O", "N", "C", "O", "H", "H"], "positions_angstrom": [[2.37635, -0.97794, 0.85176], [1.32975, -0.51891, 0.45289], [0.11191, -1.26886, 0.47371], [-1.03853, -0.78969, 0.54523], [-1.43971, 0.50442, 0.50673], [-1.17884, 1.05914, -0.76600], [0.05486, 1.09199, -0.88816], [1.19473, 0.60016, -0.28469], [-1.82057, -1.54503, 0.85294], [0.41005, 1.84472, -1.74442]], "forces_ev_per_angstrom": [[-1.98, 1.86, -0.64], [-0.53, -2.84, -0.19], [1.61, -0.44, 0.58], [-1.36, -1.59, 1.57], [-1.19, -1.08, 0.90], [-0.11, 0.25, 1.12], [3.85, 2.90, -4.06], [0.08, 1.95, -0.20], [0.32, 1.16, -0.75], [-0.69, -2.16, 1.68]]}


Entry 20:
{"formula": "C3H2N2OS", "method": "ωB97M-V/def2-TZVPD", "homo_ha": -0.3534, "lumo_energy_ev": -1.97, "relative_energy_kcal_mol": 0.0, "smiles": "O=C1C=NC(=S)N1", "gap_ev": 7.64, "species": ["O", "C", "C", "N", "C", "S", "N", "H", "H"], "positions_angstrom": [[-2.16319, 0.65586, -0.40399], [-1.03584, 0.25936, -0.18685], [-0.66517, -0.89947, 0.56242], [0.57366, -1.10496, 0.63653], [1.20915, -0.04851, -0.10321], [2.85410, 0.20077, -0.16834], [0.19150, 0.72429, -0.57807], [-1.39398, -1.47588, 1.06124], [0.42978, 1.68853, -0.81973]], "forces_ev_per_angstrom": [[1.15, 0.20, 0.00], [-1.72, 1.17, -0.86], [-0.08, -1.36, 1.08], [1.38, -0.72, 0.03], [1.51, -0.25, 0.91], [-2.23, -0.26, -0.11], [1.18, 2.59, -1.16], [-0.64, -0.83, 0.44], [-0.54, -0.55, -0.35]]}